(1)
Here is C5H7NO as an isolated structure from the Open Molecules 2025 dataset. Energies are from ωB97M-V with the def2-TZVPD basis set.

Structure (ORCA input):
```
! RIJCOSX wB97M-V def2-TZVPD def2/J DEFGRID3
* xyz 0 1
O 2.623 0.362 -0.124
C 1.682 0.625 -0.835
C 0.312 0.131 -0.242
C -0.944 -0.529 -0.840
N -1.333 -0.448 0.618
C -0.715 0.930 0.608
C 0.063 -0.943 0.908
H 1.961 1.194 -1.783
H -1.569 0.074 -1.503
H -0.848 -1.565 -1.183
H -1.321 1.688 0.104
H -0.421 1.252 1.614
H 0.348 -0.753 1.950
H 0.162 -2.018 0.709
*
```

## Properties
Orbital gap: 9.9 eV
Maximum force: 1.53 eV/A
Energy above the lowest of the compared OMol25 structures with the same formula, charge and spin: 382.1 kJ/mol
HOMO energy: -9.10 eV
DFT total energy: -324.5789 a.u.

Atom charges from the Löwdin analysis, given in e for atoms 1 to 4:
1. O 0.03
2. C -0.15
3. C -0.26
4. C -0.13

=====

(2)
Here is C36H78O27S3 as an isolated structure from the Open Molecules 2025 dataset. Energies are from ωB97M-V with the def2-TZVPD basis set.

Structure (ORCA input):
```
! RIJCOSX wB97M-V def2-TZVPD def2/J DEFGRID3
* xyz 0 1
C -12.090 21.595 6.386
C -12.937 21.849 7.630
C -13.093 23.364 7.701
O -11.941 23.837 7.043
C -11.532 22.953 5.980
H -12.652 21.206 5.536
H -11.247 20.926 6.557
H -12.503 21.406 8.526
H -13.962 21.562 7.394
H -13.220 23.599 8.758
H -13.978 23.717 7.172
H -10.453 22.877 5.848
H -11.933 23.344 5.045
C -15.615 21.609 8.888
C -16.957 21.984 8.281
C -17.384 23.122 9.226
O -17.059 22.552 10.496
C -15.881 21.740 10.424
H -14.915 22.386 8.582
H -15.230 20.650 8.541
H -17.709 21.203 8.392
H -16.999 22.249 7.224
H -18.415 23.470 9.281
H -16.735 23.986 9.082
H -16.044 20.758 10.870
H -14.963 22.119 10.874
C -16.455 25.520 6.847
C -15.148 25.753 7.623
C -14.693 27.114 7.147
O -15.153 27.213 5.826
C -16.113 26.190 5.467
H -17.302 26.020 7.318
H -16.785 24.509 6.609
H -14.442 24.933 7.493
H -15.330 25.737 8.697
H -13.613 27.257 7.109
H -15.134 27.887 7.776
H -15.709 25.439 4.789
H -17.012 26.619 5.024
O -18.353 25.852 4.276
S -18.315 24.365 4.156
O -17.275 23.578 3.453
O -18.497 23.755 5.713
C -19.267 24.550 6.601
C -19.551 23.731 7.851
C -19.977 23.955 3.405
H -20.246 24.712 6.149
H -18.657 25.390 6.933
H -20.247 24.242 8.516
H -18.659 23.516 8.440
H -19.898 22.739 7.559
H -20.155 22.937 3.748
H -19.955 24.079 2.322
H -20.834 24.522 3.769
O -8.655 25.475 -0.513
S -9.403 25.882 0.672
O -10.440 26.933 0.593
O -10.027 24.516 1.299
C -10.757 24.674 2.504
C -10.190 23.839 3.629
C -8.169 26.233 2.007
H -11.781 24.343 2.332
H -10.755 25.712 2.839
H -9.211 24.267 3.843
H -10.072 22.864 3.156
H -10.809 23.668 4.509
H -7.509 27.052 1.721
H -7.705 25.283 2.274
H -8.691 26.605 2.888
O -12.668 27.715 1.912
S -13.164 26.389 2.232
O -13.042 25.308 1.246
O -12.405 25.839 3.598
C -12.344 26.603 4.852
C -11.231 26.138 5.720
C -14.921 26.524 2.765
H -13.247 26.334 5.400
H -12.253 27.678 4.694
H -10.293 26.436 5.251
H -11.121 25.070 5.905
H -11.318 26.611 6.699
H -14.991 27.361 3.460
H -15.114 25.612 3.330
H -15.535 26.648 1.874
C -13.398 21.377 2.380
O -13.026 20.254 1.604
C -13.851 19.476 1.008
O -15.070 19.488 1.067
O -13.078 18.530 0.455
C -13.578 17.469 -0.282
H -14.011 22.087 1.826
H -12.431 21.843 2.571
H -13.833 21.139 3.351
H -13.293 17.687 -1.311
H -14.663 17.364 -0.269
H -13.074 16.530 -0.054
C -16.728 20.400 2.333
O -16.824 20.597 3.719
C -17.964 21.076 4.275
O -18.908 21.629 3.707
O -17.933 20.829 5.613
C -19.051 21.257 6.463
H -17.190 21.192 1.743
H -17.197 19.457 2.050
H -15.695 20.308 1.998
H -19.970 21.404 5.897
H -18.913 22.197 6.997
H -19.246 20.474 7.196
C -11.873 23.900 0.491
O -13.019 23.027 0.436
C -13.417 22.492 -0.678
O -12.925 22.606 -1.748
O -14.471 21.768 -0.406
C -15.126 20.973 -1.431
H -11.185 23.636 -0.313
H -11.297 23.836 1.414
H -12.105 24.928 0.212
H -15.452 21.590 -2.269
H -16.011 20.470 -1.041
H -14.497 20.162 -1.797
C -16.134 22.439 6.118
O -14.963 22.158 5.369
C -14.380 23.177 4.715
O -14.560 24.364 4.927
O -13.406 22.705 3.837
C -12.597 23.604 3.198
H -16.268 21.562 6.751
H -16.992 22.511 5.450
H -16.101 23.271 6.821
H -12.163 24.421 3.776
H -13.124 24.120 2.396
H -11.721 23.121 2.766
C -16.227 19.263 5.840
O -16.379 19.589 7.223
C -16.397 18.659 8.159
O -16.481 17.454 7.999
O -16.465 19.341 9.328
C -16.573 18.632 10.562
H -16.016 20.170 5.275
H -17.148 18.764 5.539
H -15.489 18.501 5.588
H -15.763 17.904 10.610
H -17.509 18.075 10.607
H -16.448 19.258 11.445
*
```

## Properties
Orbital gap: 9.3 eV
Maximum force: 8.93 eV/A
HOMO energy: -9.07 eV
DFT total energy: -4643.2466 a.u.

Atom charges from the Löwdin analysis, given in e for atoms 1 to 4:
1. C -0.10
2. C -0.13
3. C -0.21
4. O -0.12

=====

(3)
Here is a 8-piece molecular cluster, C18H52N2O8 overall from the Open Molecules 2025 dataset. Energies are from ωB97M-V with the def2-TZVPD basis set.

Structure (ORCA input):
```
! RIJCOSX wB97M-V def2-TZVPD def2/J DEFGRID3
* xyz 0 1
C -2.790 -2.133 1.122
O -2.692 -1.637 -0.196
H -2.251 -1.386 1.638
H -2.590 -3.217 1.122
H -3.769 -2.114 1.574
H -3.527 -1.306 -0.489
C -0.388 1.226 -2.534
O -1.221 1.253 -1.391
H -0.448 2.278 -2.946
H -0.512 0.304 -3.186
H 0.662 1.077 -2.159
H -0.872 0.641 -0.786
C 0.566 -0.082 0.988
O 1.915 0.040 1.127
N -0.088 -0.643 -0.002
N -0.281 0.490 1.855
H 0.583 -1.130 -0.682
H -1.071 -0.935 -0.018
H 0.057 0.803 2.743
H -1.346 0.426 1.812
C -4.862 1.546 3.379
C -3.379 1.472 3.285
C -2.686 0.523 4.279
O -2.922 1.167 2.145
H -5.390 2.218 2.613
H -5.205 1.930 4.371
H -5.160 0.505 3.152
H -3.021 2.555 3.550
H -2.682 -0.567 4.082
H -3.205 0.721 5.163
H -1.586 0.815 4.259
H -3.126 1.920 1.556
C 1.541 3.426 2.273
C 0.507 3.872 3.262
C -0.096 5.166 2.828
O -0.493 3.205 3.483
H 2.223 4.183 1.872
H 1.107 3.020 1.368
H 2.022 2.509 2.561
H 1.003 3.999 4.244
H -0.520 5.285 1.770
H 0.707 5.937 2.764
H -0.732 5.617 3.533
H -1.256 3.725 3.756
C -2.930 -5.516 -2.316
C -2.080 -4.289 -2.265
C -0.943 -4.450 -1.190
O -1.462 -4.020 -3.265
H -3.056 -5.996 -1.278
H -2.498 -6.289 -2.966
H -3.851 -5.190 -2.626
H -2.753 -3.438 -2.089
H -1.265 -4.686 -0.168
H -0.405 -3.519 -1.214
H -0.318 -5.180 -1.538
H -0.800 -3.380 -3.133
C 2.277 -2.887 -4.615
C 1.674 -2.504 -3.267
C 2.509 -1.455 -2.415
O 0.512 -1.981 -3.253
H 2.439 -2.021 -5.296
H 1.666 -3.651 -5.025
H 3.286 -3.353 -4.430
H 1.558 -3.490 -2.863
H 2.278 -1.410 -1.349
H 2.327 -0.537 -2.886
H 3.574 -1.717 -2.531
H 0.499 -1.375 -4.075
C 5.403 1.464 -1.657
C 4.333 1.618 -0.624
C 4.412 3.013 -0.072
O 3.246 1.353 -1.014
H 6.386 1.370 -1.297
H 5.479 2.296 -2.365
H 5.293 0.567 -2.238
H 4.405 0.732 0.040
H 4.222 3.923 -0.711
H 5.377 3.192 0.317
H 3.764 3.109 0.819
H 2.720 0.993 -0.288
*
```

## Properties
Orbital gap: 9.0 eV
Maximum force: 16.82 eV/A
Energy above the lowest of the compared OMol25 structures with the same formula, charge and spin: 955.1 kJ/mol
HOMO energy: -8.71 eV
SMILES: NC(N)=O.CC(C)O.CC(C)O.CC(C)O.CC(C)O.CC(C)O.CO.CO
DFT total energy: -1428.0831 a.u.

Atom charges from the Löwdin analysis, given in e for atoms 1 to 4:
1. C -0.12
2. O -0.12
3. H 0.04
4. H 0.09